(1)
Computed, not measured: C5H4ClFO as an isolated structure, with ωB97M-V/def2-TZVPD.

HOMO energy = -8.606 eV
ΔE to the lowest compared entry with this formula, charge and spin = 65.84 kcal per mole
orbital gap = 9.30 eV
E_LUMO = 0.0255 Ha

ORCA input file:
```
! RIJCOSX wB97M-V def2-TZVPD def2/J DEFGRID3
* xyz 0 1
H -1.6638 1.3772 -0.5860
H 1.6195 0.8452 1.9809
H 1.3694 -2.1335 -1.1862
H -1.9095 -0.4761 0.3835
C 0.8888 -1.2034 -0.7524
C -0.0342 0.9721 0.8096
O 1.4376 -0.7676 0.5174
C -0.1851 -0.5355 -1.1543
F -0.3886 2.1110 1.4479
C 1.1293 0.4121 1.1614
Cl -1.2472 -1.0448 -2.4783
C -1.0162 0.4433 -0.1434
*
```


(2)
Computed, not measured: a 2-piece molecular cluster, C5H4ClN3O2 overall, with ωB97M-V/def2-TZVPD.

HOMO energy (spin up / spin down) = -8.649 / -8.763 eV
ΔE to the lowest compared entry with this formula, charge and spin = 0.00 kcal per mole
orbital gap (spin up / spin down) = 7.47 / 7.89 eV
E_LUMO (spin up / spin down) = -0.0433 / -0.0322 Ha

ORCA input file:
```
! RIJCOSX wB97M-V def2-TZVPD def2/J DEFGRID3
* xyz 0 1
H 0.1913 1.1217 -2.4071
O -3.2160 -0.0632 0.0799
C 1.6789 -0.0705 -1.4047
C 1.0319 -0.7537 0.7926
H 1.2031 -1.2633 1.7269
Cl -1.5392 -1.0879 2.5647
O -2.7534 2.0181 0.5703
H 2.8665 -1.3308 -0.1290
N -1.0305 0.2236 1.6122
H 2.3819 -0.0568 -2.2201
C 0.4666 0.5908 -1.5063
C -0.1486 -0.0188 0.6087
N -2.6462 0.8666 0.4871
C 1.9480 -0.7721 -0.2348
N -0.4345 0.5964 -0.5403
*
```


(3)
Computed, not measured: an isolated ion of composition C5H4ClO2S and charge -1, with ωB97M-V/def2-TZVPD.

HOMO energy = -3.564 eV
orbital gap = 6.67 eV
E_LUMO = 0.1143 Ha

ORCA input file:
```
! RIJCOSX wB97M-V def2-TZVPD def2/J DEFGRID3
* xyz -1 1
C 0.2776 -1.0999 -0.1797
S -1.8944 0.2013 -1.6835
C -0.2934 0.2612 -0.5604
H -0.2199 2.0976 0.6374
Cl 2.0198 -2.0287 1.8784
C 0.0215 1.0634 0.4770
C 1.1414 -0.7281 1.0284
C 1.0029 0.5371 1.4273
H 1.4468 1.0585 2.1686
O -2.4500 1.4679 -1.1474
O -1.5176 0.3096 -3.1174
H 1.0685 -1.5109 -0.8860
H -0.6031 -1.6289 -0.0426
*
```


(4)
Computed, not measured: C5H4F15NaO17S5 as an isolated structure, with ωB97M-V/def2-TZVPD.

HOMO energy = 0.944 eV
ΔE to the lowest compared entry with this formula, charge and spin = 1.60 kcal per mole
orbital gap = 6.38 eV
E_LUMO = 0.2691 Ha

ORCA input file:
```
! RIJCOSX wB97M-V def2-TZVPD def2/J DEFGRID3
* xyz -4 1
F 4.2291 -1.0634 3.4491
S -2.4523 -2.8982 -0.4501
O 0.5697 4.7796 -0.1054
F 3.0385 5.1515 1.1873
H 1.8212 2.0548 -1.7218
O 2.3541 -2.7957 1.9765
S 0.9111 3.6364 0.7254
O 0.8985 -2.9905 -4.3158
F -4.2658 1.1260 2.8443
C 1.2350 -4.1931 -2.0079
O 1.8481 -0.9233 0.4465
F 3.2822 3.1233 1.9165
C 2.7946 3.8452 0.9394
O 2.9022 -2.4010 -3.0116
F -0.0106 -4.6660 -2.1513
F 4.0422 0.5864 2.0926
C -4.0487 -2.3610 0.3969
Na 0.0827 0.0642 -0.7013
H 1.6510 1.1804 -2.9744
S 1.4557 -2.6089 -3.0257
O 0.4598 3.7373 2.1097
H -1.1276 2.3022 -1.7634
F -3.8147 -1.7148 1.5316
O -1.7208 -1.6520 -0.5365
F 2.3506 0.0230 3.3103
O -2.8928 -3.4189 -1.7303
O 0.7188 2.3356 0.0664
O 0.7093 -1.5626 -2.3261
F 3.4475 3.5713 -0.1982
F -4.8646 -3.4021 0.6353
O -1.7758 0.8380 0.8845
C -3.5203 2.1179 2.3698
C 3.3697 -0.4451 2.6070
F 1.4151 -3.9333 -0.7273
O -2.3679 3.0919 0.1388
O 2.0076 1.1742 -2.0790
O -1.4056 1.6726 -2.4539
O -1.9160 -3.9288 0.4445
F -2.4815 2.3196 3.1957
S 2.8434 -1.6497 1.2247
F 2.0816 -5.1527 -2.4375
S -2.8310 1.7831 0.6114
O 4.1151 -1.8672 0.5296
F -4.7122 -1.5128 -0.3881
F -4.2425 3.2645 2.4229
H -2.1800 2.0782 -2.8482
O -4.0039 1.2843 -0.1028
*
```


(5)
Computed, not measured: a single C5H4F2N2O molecule, with ωB97M-V/def2-TZVPD.

HOMO energy = -9.156 eV
ΔE to the lowest compared entry with this formula, charge and spin = 135.61 kcal per mole
orbital gap = 6.75 eV
E_LUMO = -0.0883 Ha

ORCA input file:
```
! RIJCOSX wB97M-V def2-TZVPD def2/J DEFGRID3
* xyz 0 1
H -1.1353 -0.8953 0.9421
N 1.7481 2.0570 -0.0619
H -0.8141 -1.6235 -0.7382
H -1.2326 0.2063 -0.4013
C 0.7685 -0.1822 0.0601
C 2.6520 -2.0499 -0.1300
O 2.4060 -3.2075 -0.2244
C 1.7778 -0.9977 0.0245
C -0.6865 -0.7333 -0.0422
N 0.7131 1.1450 0.0478
C 3.0066 1.7335 0.0560
H 1.4393 2.8963 -0.4210
F 4.0161 -1.6823 0.0440
F 3.8328 2.7941 -0.0123
*
```


(6)
Computed, not measured: a 2-piece molecular cluster, C5H4F7NO overall, with ωB97M-V/def2-TZVPD.

HOMO energy (spin up / spin down) = -9.780 / -9.241 eV
ΔE to the lowest compared entry with this formula, charge and spin = 107.95 kcal per mole
orbital gap (spin up / spin down) = 8.60 / 8.19 eV
E_LUMO (spin up / spin down) = -0.0433 / -0.0385 Ha

ORCA input file:
```
! RIJCOSX wB97M-V def2-TZVPD def2/J DEFGRID3
* xyz 0 1
C -0.5832 -1.0070 0.7082
H -0.5766 -1.0437 2.7396
F -1.8948 -0.3074 -1.5997
F -0.7491 2.8798 -0.8150
F -0.4443 -1.8349 -2.3121
N 1.5270 -0.4635 -0.4672
F -1.1841 1.9860 1.1254
C 0.1676 -0.8708 1.9455
H 0.9307 -1.6257 1.9978
F -0.1674 0.2531 -2.8176
C 0.1482 -0.3788 -0.5020
F 2.2112 -0.0452 -1.6669
O -1.5795 -1.5991 0.5359
C -0.3997 2.0082 0.0893
H 1.9849 0.0107 0.1878
C -0.5961 -0.5655 -1.8134
H 0.3107 0.2641 2.1725
F 0.8945 2.3398 0.4920
*
```


(7)
Computed, not measured: a 2-piece molecular cluster, C5H4INS overall, with ωB97M-V/def2-TZVPD.

HOMO energy = -9.612 eV
ΔE to the lowest compared entry with this formula, charge and spin = 6.74 kcal per mole
orbital gap = 9.54 eV
E_LUMO = -0.0027 Ha

ORCA input file:
```
! RIJCOSX wB97M-V def2-TZVPD def2/J DEFGRID3
* xyz 0 1
C 1.4811 1.9854 0.1174
C -1.8733 0.4941 -1.0079
C -0.9313 -0.4711 -0.9973
N 2.4307 2.4947 0.4299
I 4.5643 -0.1858 0.0944
H -1.1248 -1.4720 -1.3469
C 0.3437 -0.0006 -0.5353
C 0.2541 1.3467 -0.1686
H 4.7163 1.1964 0.9049
H 1.3074 -0.4788 -0.5010
H -2.8675 0.2038 -0.6938
S -1.3557 2.0000 -0.4390
*
```


(8)
Computed, not measured: a single C5H4N2 molecule, with ωB97M-V/def2-TZVPD.

HOMO energy = -9.705 eV
ΔE to the lowest compared entry with this formula, charge and spin = 128.79 kcal per mole
orbital gap = 10.23 eV
E_LUMO = 0.0191 Ha

ORCA input file:
```
! RIJCOSX wB97M-V def2-TZVPD def2/J DEFGRID3
* xyz 0 1
H -3.3130 0.6182 -0.8807
C 0.0857 -0.2289 0.5063
C 1.0553 -1.1033 -0.2027
N 2.0245 -0.4243 -0.6095
C 0.6680 1.2039 0.1622
C -1.2316 -0.3231 0.0418
H 0.0864 -0.6424 1.6009
N 1.7603 1.0871 -0.4093
H -0.0223 1.8665 0.6030
C -2.2751 0.1505 -0.6877
H 1.1616 -2.2041 -0.1242
*
```